# 1
C4H11N2 | ωB97M-V with the def2-TZVPD basis set

<S²>: 2.013
Maximum force in eV/Å: 5.66
Calculated total energy in eV: -7293.1003
Lowest unoccupied orbital energy (alpha / beta) in eV: -3.29 / -7.75
Frontier orbital gap (alpha / beta) in eV: 6.82 / 6.45

ORCA input file:
```
! RIJCOSX wB97M-V def2-TZVPD def2/J DEFGRID3
* xyz 1 3
C -3.03226 -0.26883 -0.56114
C -0.79847 -1.23849 -0.79726
C 0.83545 1.63168 0.13827
C 2.15987 -0.40175 0.56752
N -1.85401 -0.61091 -0.55844
N 0.79362 0.20242 0.33539
H -3.53365 0.68780 -0.31359
H -3.84431 -1.06349 -0.39708
H 0.23095 -0.04241 1.28678
H -0.36431 -1.93843 -0.00187
H -0.28477 -1.20338 -1.72791
H 0.69256 2.07595 1.07447
H 1.66409 1.89655 -0.52855
H -0.15699 1.80420 -0.20895
H 2.67177 -0.61869 -0.41649
H 2.72231 0.40270 0.97898
H 2.09816 -1.31492 1.12989
*
```

# 2
C5H73Fe2O39 | ωB97M-V with the def2-TZVPD basis set

<S²>: 30.018
Maximum force in eV/Å: 4.47
Calculated total energy in eV: -154997.8010
Lowest unoccupied orbital energy (alpha / beta) in eV: -1.93 / -3.45
Frontier orbital gap (alpha / beta) in eV: 9.65 / 8.29

ORCA input file:
```
! RIJCOSX wB97M-V def2-TZVPD def2/J DEFGRID3
* xyz 1 11
Fe 15.69877 10.99037 12.52840
Fe 13.14407 11.49932 9.86519
O 15.10800 10.65245 16.15454
C 15.19606 11.57235 15.16749
O 14.27213 12.34168 15.06125
O 16.23821 11.53174 14.35022
H 14.41179 10.87895 16.76592
O 17.25313 10.95961 11.57005
C 17.20175 11.70709 10.29900
C 16.04511 11.29410 9.63684
O 14.92662 11.45088 10.50861
H 18.02030 11.74551 9.61899
H 17.09745 12.76911 10.54736
H 16.14973 10.25722 9.28070
H 15.97035 12.03046 8.76293
O 12.45942 10.35821 11.55410
C 11.69807 11.16586 12.50437
C 10.99424 12.19171 11.62154
O 11.77054 12.63982 10.52722
H 12.41089 11.69629 13.17079
H 11.00752 10.51050 13.01102
H 10.79006 13.06333 12.26019
H 10.09241 11.67115 11.15882
O 12.75189 10.01122 8.60835
H 13.46682 10.00105 7.97813
H 12.49239 9.06833 8.95532
O 12.25994 7.80634 9.94359
H 13.13404 7.64321 10.33586
H 11.59631 7.74505 10.63323
O 8.46395 12.77235 16.85832
H 9.24165 12.96639 17.40015
H 7.70148 13.29046 17.13443
O 16.96596 15.29508 10.41231
H 17.50954 14.93676 11.15361
H 16.48076 16.06181 10.70404
O 12.97994 10.70283 17.79658
H 12.66948 11.52834 18.17186
H 13.00191 10.17720 18.60168
O 10.49224 8.22732 14.42134
H 9.86668 8.94271 14.45629
H 10.49384 7.79055 13.52512
O 16.11065 7.61161 9.46439
H 15.93395 6.81384 9.89951
H 16.95721 7.92569 9.79794
O 4.80394 13.61044 9.36735
H 4.88130 13.71461 8.37042
H 4.71952 14.51026 9.67765
O 15.38182 8.94217 6.75733
H 16.12077 9.59845 6.62668
H 15.83255 8.27238 7.34318
O 9.69286 14.60918 12.57202
H 9.76840 15.48520 13.02871
H 9.38064 14.94394 11.71336
O 9.54018 15.53577 9.57212
H 8.86288 14.87502 9.32342
H 9.06279 16.33126 9.28042
O 8.11585 10.24225 12.00393
H 7.20074 10.30627 11.68891
H 8.18866 10.80229 12.83105
O 7.51747 10.86744 7.76797
H 7.34223 9.93678 7.46425
H 7.99416 11.33134 7.10680
O 12.42910 15.25688 14.27266
H 12.29257 15.18829 13.29865
H 12.30527 14.33127 14.64186
O 9.69987 7.36632 11.76244
H 8.89893 7.86737 11.83447
H 9.35237 6.50681 11.47003
O 10.40175 17.49051 13.51625
H 10.96015 16.91475 14.02106
H 9.70044 17.87185 14.06064
O 7.99440 13.14824 9.30311
H 7.06286 12.88116 9.26969
H 8.49781 12.32884 9.10231
O 14.95906 16.64960 14.64772
H 14.79421 17.45144 15.07933
H 14.07149 16.26649 14.48363
O 16.04079 14.26322 7.91410
H 16.01514 15.13847 7.47665
H 16.46725 14.37748 8.83229
O 7.30163 5.21662 10.86456
H 6.72780 4.57273 11.21428
H 7.53934 4.87441 9.97166
O 11.21738 13.08914 18.16285
H 11.36442 13.86534 18.67264
H 11.54848 13.11157 17.23015
O 11.60399 13.01807 15.51214
H 10.92488 12.68922 14.91552
H 12.34121 12.42246 15.60578
O 13.10417 8.87095 14.88314
H 13.17646 9.02059 15.79459
H 12.12428 8.73907 14.61765
O 12.78586 14.99723 11.64733
H 12.00921 15.51204 11.32552
H 12.56931 14.10607 11.25261
O 14.83518 12.93636 12.49441
H 15.44727 13.75586 12.59977
H 14.61630 12.83144 13.47722
O 15.01976 16.86461 11.54230
H 14.92240 17.45589 12.31637
H 14.22161 16.24626 11.54053
O 16.84174 14.39596 13.39010
H 16.69092 14.98668 14.11261
H 17.37520 13.67964 13.66664
O 13.69203 12.73621 8.18110
H 14.40598 13.40938 8.21607
H 12.99339 13.38456 7.79847
O 10.10658 11.80846 7.37098
H 10.40552 12.68005 7.57882
H 10.81779 11.35115 6.92574
O 11.40364 14.44386 7.73248
H 11.37905 14.89628 6.85568
H 11.01848 14.89737 8.49710
O 14.57459 9.57701 12.89479
H 14.12708 9.25822 13.77029
H 13.42798 10.00578 12.02037
O 8.80246 11.87155 14.10297
H 8.89527 12.80351 13.65957
H 8.47562 12.07479 15.01891
*
```

# 3
C5H6ClN3O2 | ωB97M-V with the def2-TZVPD basis set

Maximum force in eV/Å: 4.93
Calculated total energy in eV: -26361.5233
Lowest unoccupied orbital energy in eV: -0.66
Frontier orbital gap in eV: 7.97

ORCA input file:
```
! RIJCOSX wB97M-V def2-TZVPD def2/J DEFGRID3
* xyz 0 1
C 0.33693 -1.06493 -1.16399
C -0.29331 1.15738 0.09257
C 0.64628 -0.30796 -2.20227
C -0.07598 0.28518 2.39779
C -0.83149 1.11696 1.37126
N 0.00695 1.57655 -0.99461
N 0.39628 1.13406 -2.12907
N 0.25790 -2.39085 -0.75792
O 0.94730 -2.70756 0.19624
O -0.62020 -3.06354 -1.21637
Cl 1.42321 -0.69805 -3.65395
H -0.93648 -0.00583 3.09789
H 0.76372 0.83025 2.78811
H 0.17376 -0.60536 1.91025
H -1.07399 2.17681 1.73807
H -1.93193 0.75736 1.32755
H 0.81106 1.80955 -2.80156
*
```

# 4
C8H19ClNPS | ωB97M-V with the def2-TZVPD basis set

Maximum force in eV/Å: 4.89
Structure (SMILES): CC(C)(C)P(S)Cl.C/C=N/CC
Calculated total energy in eV: -42739.6903
Lowest unoccupied orbital energy in eV: 0.67
Frontier orbital gap in eV: 9.62

ORCA input file:
```
! RIJCOSX wB97M-V def2-TZVPD def2/J DEFGRID3
* xyz 0 1
C 2.48412 1.48276 -0.29407
C 2.93591 0.07544 0.01365
C 3.64878 -0.01749 1.44419
C 3.88853 -0.08982 -1.10172
P 1.32088 -0.99730 -0.20425
S 0.31280 -0.27023 1.51254
Cl 1.89877 -2.77008 0.83379
H 3.34878 2.09745 -0.42284
H 1.92545 1.51075 -1.19893
H 1.88604 1.96300 0.52414
H 2.90709 -0.13522 2.15340
H 4.06835 0.89581 1.68783
H 4.32532 -0.87023 1.58360
H 4.82605 0.37965 -0.82815
H 4.06267 -1.13170 -1.54140
H 3.48011 0.36275 -1.96580
H -0.36809 0.56436 0.68462
C -2.72092 -2.69495 -0.01111
C -3.55854 -1.42044 -0.19579
N -3.00797 -0.39443 -0.56150
C -3.90116 0.76896 -0.68665
C -3.34591 2.08227 -0.03250
H -1.70778 -2.42009 -0.27037
H -2.69686 -2.88597 1.02334
H -3.02846 -3.40546 -0.72545
H -4.58305 -1.61301 0.18076
H -5.01837 0.63491 -0.29130
H -3.92719 1.08671 -1.82868
H -4.01845 2.94557 0.08724
H -3.07436 1.88306 1.02676
H -2.36256 2.38298 -0.59537
*
```